{"formula": "C13H25BF5IO4PS", "method": "the ωB97M-V functional and the def2-TZVPD basis", "charge": -1, "e_lumo_ev": 2.32, "species": ["C", "C", "C", "P", "C", "C", "C", "F", "C", "C", "C", "I", "B", "O", "O", "C", "C", "F", "F", "C", "F", "F", "S", "C", "O", "O", "H", "H", "H", "H", "H", "H", "H", "H", "H", "H", "H", "H", "H", "H", "H", "H", "H", "H", "H", "H", "H", "H", "H", "H", "H"], "xyz": [[2.38, -1.58, 2.60], [1.48, -2.09, 1.72], [0.07, -1.64, 1.58], [-0.40, -0.51, 0.08], [1.03, -1.09, -1.06], [2.05, -0.10, -1.59], [3.44, -0.36, -1.02], [2.24, -0.36, -2.98], [0.61, 0.90, 0.94], [0.71, 2.35, 0.44], [0.11, 3.43, 1.34], [2.91, 2.95, 0.44], [-1.02, 0.67, -1.42], [-1.69, 1.89, -1.16], [-0.75, 0.45, -2.75], [-0.34, 1.56, -3.53], [-2.12, -0.05, 1.00], [-3.16, -0.13, 0.10], [-2.47, -0.94, 2.00], [-2.28, 1.30, 1.72], [-1.72, 1.28, 2.95], [-3.64, 1.46, 1.96], [-1.47, -2.39, -0.81], [-2.86, -3.09, 0.11], [-2.02, -2.13, -2.14], [-0.53, -3.52, -0.83], [3.43, -1.65, 2.37], [2.03, -1.15, 3.53], [1.81, -2.92, 1.11], [-0.13, -1.11, 2.52], [-0.56, -2.53, 1.64], [0.57, -1.51, -1.96], [1.59, -1.96, -0.72], [1.79, 0.95, -1.57], [4.12, 0.35, -1.48], [3.70, -1.36, -1.33], [3.46, -0.27, 0.06], [0.41, 0.97, 2.01], [1.62, 0.51, 0.98], [0.50, 2.62, -0.59], [-0.83, 3.75, 0.88], [0.72, 4.32, 1.40], [-0.09, 3.06, 2.34], [-2.58, 1.84, -1.51], [0.22, 1.16, -4.37], [0.31, 2.24, -3.00], [-1.19, 2.10, -3.94], [-2.04, 2.18, 1.15], [-2.63, -3.30, 1.14], [-3.04, -4.03, -0.39], [-3.76, -2.50, 0.05]]}

{"formula": "C13H25BF7NO10P2S3", "method": "the ωB97M-V functional and the def2-TZVPD basis", "charge": 0, "e_lumo_ev": 0.28, "e_above_lowest_kcal_mol": 0.0, "species": ["C", "O", "B", "O", "C", "S", "O", "O", "C", "F", "F", "C", "F", "F", "C", "F", "F", "F", "O", "C", "O", "O", "C", "P", "C", "C", "P", "N", "O", "H", "H", "H", "H", "H", "H", "H", "H", "H", "H", "H", "H", "H", "C", "S", "O", "C", "H", "H", "H", "H", "H", "H", "C", "S", "O", "C", "H", "H", "H", "H", "H", "H"], "xyz": [[1.08, -4.42, 0.34], [0.17, -3.48, 0.91], [0.54, -2.75, 1.98], [1.31, -3.30, 2.97], [0.05, -1.18, 2.15], [0.83, -0.24, 0.81], [0.75, -1.05, -0.37], [0.41, 1.13, 0.76], [2.67, -0.20, 1.23], [3.33, -0.85, 0.27], [2.91, -0.83, 2.39], [3.26, 1.24, 1.36], [2.57, 1.93, 2.25], [4.51, 1.07, 1.83], [3.36, 2.02, -0.01], [4.61, 2.01, -0.44], [2.97, 3.28, 0.17], [2.59, 1.47, -0.94], [0.57, -0.80, 3.46], [-0.35, -1.26, 4.36], [-0.21, -1.28, 5.53], [-1.45, -1.73, 3.68], [-1.48, -0.98, 2.42], [-2.89, -1.50, 1.31], [-2.83, -3.28, 0.95], [-2.61, -0.65, -0.28], [-1.89, 0.80, 3.21], [-3.55, 0.60, 3.50], [-1.92, 1.84, 1.97], [2.11, -4.25, 0.68], [0.79, -5.44, 0.60], [1.05, -4.29, -0.74], [2.01, -2.73, 3.33], [-2.95, -3.82, 1.89], [-1.97, -3.65, 0.40], [-3.73, -3.46, 0.35], [-2.98, 0.38, -0.23], [-3.27, -1.18, -0.98], [-1.60, -0.68, -0.69], [-4.12, 1.35, 3.17], [-3.73, 0.40, 4.48], [-2.59, 1.67, 1.29], [3.19, 7.72, -2.45], [1.78, 6.69, -2.90], [0.65, 7.61, -3.19], [1.51, 6.03, -1.25], [3.49, 8.26, -3.35], [2.89, 8.42, -1.68], [4.01, 7.09, -2.11], [1.33, 6.85, -0.56], [2.37, 5.45, -0.94], [0.63, 5.39, -1.29], [-1.86, -4.18, -3.30], [-1.96, -2.39, -3.45], [-3.35, -2.02, -3.09], [-1.88, -2.33, -5.24], [-1.94, -4.42, -2.24], [-2.69, -4.63, -3.84], [-0.90, -4.52, -3.68], [-2.71, -2.91, -5.65], [-0.92, -2.73, -5.57], [-1.97, -1.29, -5.54]]}

{"formula": "C13H25ClNO3P", "method": "the ωB97M-V functional and the def2-TZVPD basis", "charge": 0, "e_lumo_ev": 0.71, "e_above_lowest_kcal_mol": 70.8, "species": ["O", "Cl", "O", "O", "C", "C", "N", "C", "C", "C", "C", "C", "C", "C", "C", "C", "C", "C", "P", "H", "H", "H", "H", "H", "H", "H", "H", "H", "H", "H", "H", "H", "H", "H", "H", "H", "H", "H", "H", "H", "H", "H", "H", "H"], "xyz": [[-0.91, -2.75, 0.54], [2.69, -5.54, -2.40], [1.15, -2.27, -0.41], [-0.38, -0.38, 1.00], [3.35, -2.92, -1.85], [2.37, -3.87, -1.71], [-0.85, -1.12, -1.45], [1.09, -3.59, -0.92], [0.78, 4.18, 0.49], [0.36, -0.57, 2.18], [-2.34, -1.11, -1.44], [-0.31, 0.02, -2.10], [-0.07, 2.96, 0.98], [-0.26, 0.28, 3.34], [-2.68, -0.15, -2.43], [-1.50, 0.82, -2.48], [0.51, 2.53, 2.25], [-0.54, 1.81, 3.01], [-0.22, -1.61, 0.00], [3.33, -1.94, -1.43], [4.17, -3.14, -2.35], [0.98, -4.37, -0.18], [0.22, -3.80, -1.63], [0.89, 4.26, -0.53], [1.83, 4.20, 0.98], [0.30, 5.07, 0.85], [0.41, -1.69, 2.52], [1.42, -0.29, 2.02], [-2.68, -2.20, -1.48], [-2.73, -0.62, -0.61], [0.48, 0.54, -1.44], [0.06, -0.27, -3.09], [-1.11, 3.18, 1.04], [0.18, 2.16, 0.35], [-1.18, -0.16, 3.66], [0.48, 0.30, 4.17], [-3.62, 0.28, -2.29], [-2.71, -0.61, -3.45], [-1.59, 1.49, -1.62], [-1.43, 1.29, -3.47], [1.47, 1.94, 2.05], [0.78, 3.44, 2.87], [-0.69, 2.40, 3.92], [-1.48, 1.83, 2.53]]}

{"formula": "C13H25LuN3O2P", "method": "the ωB97M-V functional and the def2-TZVPD basis", "charge": 2, "e_lumo_ev": -6.36, "species": ["Lu", "N", "C", "C", "C", "C", "N", "H", "H", "H", "H", "H", "H", "H", "H", "H", "H", "H", "H", "O", "C", "O", "C", "C", "C", "C", "C", "N", "H", "H", "H", "H", "C", "P", "C", "C", "H", "H", "H", "H", "H", "H", "H", "H", "H"], "xyz": [[-0.05, -0.48, 0.32], [-0.33, -1.20, -2.02], [-1.79, -1.46, -2.21], [-2.19, -2.82, -1.64], [-1.91, -3.04, -0.15], [-2.77, -2.17, 0.80], [-1.91, -1.31, 1.66], [-0.05, -0.51, -2.72], [0.16, -2.05, -2.30], [-2.05, -1.46, -3.27], [-2.35, -0.64, -1.74], [-1.65, -3.59, -2.20], [-3.25, -2.98, -1.84], [-0.84, -2.89, 0.07], [-2.11, -4.09, 0.06], [-3.41, -2.80, 1.41], [-3.43, -1.51, 0.22], [-1.44, -1.92, 2.33], [-2.50, -0.72, 2.23], [1.02, 0.02, 2.11], [1.73, -0.85, 1.54], [1.17, -1.92, 1.15], [2.91, -0.38, 0.75], [4.24, -0.31, 1.07], [5.11, 0.20, 0.11], [4.59, 0.61, -1.11], [3.23, 0.50, -1.34], [2.38, 0.01, -0.43], [4.59, -0.64, 2.04], [6.17, 0.28, 0.32], [5.24, 1.00, -1.88], [2.81, 0.81, -2.29], [-1.85, 3.07, -0.64], [-0.75, 2.15, 0.49], [-1.50, 2.44, 2.13], [0.76, 3.18, 0.54], [-1.96, 4.09, -0.27], [-2.83, 2.60, -0.69], [-1.42, 3.10, -1.64], [-1.54, 3.51, 2.33], [-0.91, 1.96, 2.91], [-2.52, 2.05, 2.16], [0.49, 4.20, 0.79], [1.25, 3.18, -0.43], [1.44, 2.79, 1.29]]}

{"formula": "C13H25N5OPrS7Sb", "method": "the ωB97M-V functional and the def2-TZVPD basis", "multiplicity": 4, "s_squared": 3.760, "charge": 1, "e_lumo_ev": [-2.95, -6.33], "e_above_lowest_kcal_mol": 29.5, "species": ["Pr", "C", "C", "S", "C", "C", "S", "C", "C", "S", "C", "C", "S", "H", "H", "H", "H", "H", "H", "H", "H", "H", "H", "H", "H", "H", "H", "H", "H", "S", "Sb", "S", "S", "O", "N", "C", "C", "N", "C", "N", "N", "C", "C", "N", "H", "H", "H", "H", "H", "H", "H", "H", "H"], "xyz": [[-0.63, 0.36, 1.00], [0.65, 3.04, -1.80], [1.04, 1.72, -2.41], [0.13, 0.28, -1.88], [1.29, -1.04, -2.34], [1.28, -2.28, -1.47], [1.45, -1.92, 0.29], [3.18, -1.40, 0.35], [3.43, -0.56, 1.57], [2.42, 0.95, 1.70], [3.23, 1.96, 0.50], [2.51, 3.29, 0.24], [0.74, 3.14, 0.01], [-0.36, 3.23, -2.06], [1.29, 3.82, -2.25], [2.10, 1.50, -2.21], [0.85, 1.81, -3.49], [2.29, -0.62, -2.33], [1.01, -1.27, -3.36], [2.09, -2.97, -1.80], [0.33, -2.80, -1.56], [3.47, -0.86, -0.58], [3.74, -2.33, 0.39], [4.50, -0.32, 1.60], [3.17, -1.14, 2.46], [3.32, 1.39, -0.45], [4.26, 2.21, 0.81], [2.92, 3.78, -0.62], [2.63, 3.99, 1.09], [-3.46, 0.36, 2.14], [-2.98, 2.76, 1.88], [-0.65, 2.86, 2.66], [-2.10, 2.39, -0.53], [0.22, -0.51, 3.15], [0.84, -1.40, 3.88], [0.26, -2.64, 3.78], [-0.67, -2.65, 2.78], [-1.35, -2.45, 1.85], [0.47, -3.82, 4.50], [0.71, -4.78, 5.10], [-4.70, 0.56, -0.64], [-4.52, -0.57, -1.54], [-3.06, -1.09, -1.58], [-2.49, -1.25, -0.24], [-4.50, 0.45, 0.45], [-5.67, 0.91, -0.69], [-3.95, 1.37, -0.79], [-4.77, -0.27, -2.57], [-5.19, -1.44, -1.26], [-2.40, -0.41, -2.14], [-3.04, -2.07, -2.07], [-2.12, -2.18, -0.05], [-3.19, -1.06, 0.52]]}

{"formula": "C13H25O15Tl", "method": "the ωB97M-V functional and the def2-TZVPD basis", "charge": 2, "e_lumo_ev": -12.71, "e_above_lowest_kcal_mol": 12.0, "species": ["Tl", "O", "C", "O", "O", "H", "C", "O", "C", "O", "O", "C", "H", "H", "H", "H", "H", "H", "C", "O", "C", "O", "O", "C", "H", "H", "H", "H", "H", "H", "C", "O", "C", "O", "O", "C", "H", "H", "H", "H", "H", "H", "C", "O", "C", "O", "O", "C", "H", "H", "H", "H", "H", "H"], "xyz": [[-0.85, -8.65, -28.34], [-3.17, -6.66, -24.30], [-2.82, -7.36, -25.33], [-3.65, -8.05, -25.97], [-1.66, -7.41, -25.79], [-2.32, -6.27, -23.96], [-4.18, -11.11, -23.78], [-5.24, -10.51, -23.02], [-6.05, -9.68, -23.62], [-5.97, -9.32, -24.79], [-6.98, -9.20, -22.85], [-7.10, -9.62, -21.48], [-4.60, -11.94, -24.36], [-3.44, -11.53, -23.11], [-3.75, -10.40, -24.48], [-7.80, -8.95, -20.99], [-6.14, -9.61, -20.99], [-7.55, -10.61, -21.44], [-2.47, -3.45, -22.35], [-1.09, -3.41, -22.78], [-0.44, -4.53, -22.85], [-0.91, -5.66, -22.96], [0.85, -4.29, -22.74], [1.77, -5.38, -22.70], [-2.59, -4.23, -21.60], [-3.11, -3.65, -23.21], [-2.66, -2.47, -21.93], [1.96, -5.64, -21.66], [2.72, -5.00, -23.07], [1.36, -6.23, -23.25], [-6.50, -5.89, -23.28], [-7.16, -5.04, -24.22], [-6.90, -5.22, -25.49], [-6.03, -5.98, -25.91], [-7.69, -4.50, -26.23], [-7.67, -4.69, -27.66], [-6.91, -5.64, -22.31], [-5.43, -5.72, -23.26], [-6.70, -6.94, -23.51], [-8.39, -5.44, -27.97], [-6.70, -5.03, -28.00], [-7.90, -3.71, -28.08], [-3.69, -3.40, -26.00], [-2.86, -2.29, -26.03], [-3.28, -1.16, -25.45], [-4.38, -0.95, -25.02], [-2.27, -0.32, -25.42], [-2.56, 0.99, -24.96], [-3.69, -4.00, -26.90], [-4.72, -3.23, -25.69], [-3.30, -4.07, -25.22], [-1.73, 1.64, -25.25], [-2.84, 1.08, -23.92], [-3.37, 1.45, -25.54]]}

{"formula": "C13H25O7Rb2", "method": "the ωB97M-V functional and the def2-TZVPD basis", "charge": 1, "e_lumo_ev": -3.49, "e_above_lowest_kcal_mol": 0.0, "species": ["Rb", "Rb", "O", "C", "O", "O", "H", "C", "C", "O", "C", "H", "H", "H", "H", "H", "H", "C", "C", "O", "C", "H", "H", "H", "H", "H", "H", "C", "C", "O", "C", "H", "H", "H", "H", "H", "H", "C", "C", "O", "C", "H", "H", "H", "H", "H", "H"], "xyz": [[-1.04, 4.93, 1.74], [3.70, 3.67, 1.69], [0.62, 0.85, -0.03], [1.21, 1.82, 0.75], [1.97, 1.34, 1.64], [0.95, 3.03, 0.62], [0.94, 0.05, 0.42], [-1.40, -1.95, 1.18], [-0.96, -2.26, 2.58], [0.12, -1.86, 2.98], [-1.84, -3.08, 3.49], [-2.34, -1.41, 1.11], [-1.49, -2.85, 0.57], [-0.61, -1.35, 0.73], [-2.19, -3.96, 2.95], [-2.68, -2.49, 3.85], [-1.31, -3.45, 4.37], [-0.76, 0.41, -4.86], [0.40, 0.03, -3.95], [0.72, -1.12, -3.84], [1.07, 1.16, -3.20], [-1.29, -0.49, -5.16], [-0.48, 0.93, -5.78], [-1.41, 1.12, -4.34], [1.78, 0.80, -2.46], [0.26, 1.67, -2.67], [1.51, 1.85, -3.92], [-2.47, 2.15, -1.10], [-3.00, 3.53, -1.27], [-3.17, 4.23, -0.29], [-3.30, 4.10, -2.62], [-2.53, 1.50, -1.98], [-2.98, 1.64, -0.28], [-1.44, 2.12, -0.73], [-4.12, 3.57, -3.12], [-2.45, 4.01, -3.30], [-3.60, 5.14, -2.50], [3.64, -3.84, 3.53], [3.30, -2.45, 3.07], [3.08, -1.57, 3.87], [3.17, -2.25, 1.60], [4.68, -4.07, 3.31], [2.98, -4.58, 3.05], [3.48, -4.08, 4.58], [4.02, -2.63, 1.04], [3.02, -1.19, 1.36], [2.24, -2.75, 1.30]]}

{"formula": "C13H26B2N3O8P2Pt", "method": "the ωB97M-V functional and the def2-TZVPD basis", "charge": 1, "e_lumo_ev": -6.88, "species": ["C", "N", "C", "C", "O", "C", "C", "O", "P", "O", "C", "B", "O", "O", "P", "N", "C", "C", "C", "C", "C", "N", "O", "C", "C", "B", "O", "O", "H", "H", "H", "H", "H", "H", "H", "H", "H", "H", "H", "H", "H", "H", "H", "H", "H", "H", "H", "H", "H", "H", "H", "H", "H", "H", "Pt"], "xyz": [[0.21, -2.47, 4.22], [-0.03, -1.02, 3.98], [-0.78, -0.44, 5.11], [-0.66, -0.73, 2.79], [-1.52, 0.10, 2.71], [-0.15, -1.43, 1.54], [-0.75, -0.79, 0.33], [-0.03, 0.44, 0.08], [0.09, 0.90, -1.52], [0.42, 1.29, -3.17], [-1.47, 1.91, -1.57], [-2.77, 1.02, -1.88], [-2.95, 0.55, -3.14], [-3.67, 0.78, -0.89], [2.25, 0.06, -1.91], [2.69, -1.01, -0.88], [1.24, 2.41, -0.83], [2.08, 2.21, 0.25], [2.77, 3.33, 0.73], [2.60, 4.55, 0.10], [1.77, 4.60, -1.03], [1.10, 3.51, -1.49], [-0.50, -0.59, -2.02], [-0.71, -1.56, -1.01], [0.04, -2.87, -1.16], [-0.65, -3.79, -2.27], [-0.53, -5.13, -2.20], [-1.43, -3.26, -3.28], [-0.35, -2.78, 5.09], [-0.11, -3.10, 3.40], [1.25, -2.66, 4.45], [-1.81, -0.78, 5.11], [-0.31, -0.74, 6.04], [-0.77, 0.64, 5.07], [0.93, -1.36, 1.54], [-0.41, -2.48, 1.60], [-1.76, -0.48, 0.51], [0.34, 0.49, -3.69], [-1.58, 2.48, -0.64], [-1.39, 2.65, -2.35], [-3.83, 0.72, -3.49], [-3.33, 1.10, -0.05], [2.15, -0.48, -3.20], [3.12, 1.14, -2.06], [2.04, -1.20, -0.12], [2.22, 1.27, 0.74], [3.43, 3.22, 1.57], [3.10, 5.44, 0.42], [1.66, 5.53, -1.59], [-1.75, -1.84, -1.16], [1.09, -2.75, -1.45], [-0.03, -3.42, -0.23], [-1.27, -5.53, -2.67], [-0.96, -2.63, -3.83], [-0.34, 4.95, -0.60]]}

{"formula": "C13H26Br2N5O6P2", "method": "the ωB97M-V functional and the def2-TZVPD basis", "charge": 1, "e_lumo_ev": -3.79, "e_above_lowest_kcal_mol": 90.0, "species": ["O", "C", "Br", "C", "C", "N", "C", "P", "O", "O", "O", "C", "N", "C", "C", "O", "Br", "H", "H", "H", "H", "H", "H", "H", "H", "O", "P", "N", "C", "C", "N", "C", "C", "N", "C", "C", "H", "H", "H", "H", "H", "H", "H", "H", "H", "H", "H", "H", "H", "H", "H", "H", "H", "H"], "xyz": [[-3.21, -2.16, 0.55], [-2.13, -2.59, 0.81], [-1.87, -3.53, 2.53], [-0.90, -2.45, -0.20], [-1.40, -2.81, -1.62], [-2.35, -2.04, -2.27], [-2.60, -2.65, -3.51], [-3.86, -1.87, -4.63], [-5.26, -2.30, -4.33], [-3.77, -0.23, -4.33], [-3.54, -2.22, -6.20], [-1.79, -3.83, -3.66], [-1.09, -3.86, -2.44], [-0.11, -4.91, -2.02], [-0.88, -5.75, -0.90], [-0.51, -5.87, 0.22], [-2.58, -6.57, -1.52], [-0.54, -1.38, -0.16], [-0.06, -3.11, 0.12], [-2.76, -1.20, -1.85], [-4.38, -0.02, -3.59], [-3.96, -3.09, -6.39], [-1.78, -4.52, -4.53], [0.03, -5.56, -2.93], [0.85, -4.49, -1.64], [1.32, 1.10, 0.25], [1.22, 2.25, 1.26], [2.61, 3.08, 0.64], [3.50, 3.98, 1.37], [2.49, 3.56, -0.74], [1.70, 1.27, 2.60], [2.94, 1.45, 3.33], [1.44, -0.16, 2.48], [0.91, 3.57, 2.39], [0.05, 3.23, 3.56], [0.19, 4.69, 1.72], [3.05, 4.96, 1.57], [4.41, 4.16, 0.78], [3.86, 3.57, 2.30], [1.95, 4.51, -0.80], [1.96, 2.83, -1.36], [3.47, 3.70, -1.19], [3.82, 1.27, 2.71], [2.99, 0.77, 4.19], [2.99, 2.45, 3.78], [2.20, -0.66, 1.87], [0.46, -0.35, 2.05], [1.44, -0.65, 3.46], [-0.88, 2.76, 3.24], [-0.19, 4.13, 4.13], [0.55, 2.57, 4.26], [-0.77, 4.35, 1.30], [0.78, 5.11, 0.91], [-0.01, 5.50, 2.41]]}